Entry from the Open Molecules 2025 dataset: a structure of composition C36H60BrN2O4ScSi5 (wB97M-V/def2-TZVPD).

Calculated values
HOMO level   -6.363 eV
Maximum force   0.9 eV Å⁻¹
Spin multiplicity   1
Charge   0

Atoms and positions in Å:
Sc (0.339379, -0.121113, -0.075306)
C (-2.054240, 2.592793, 5.716305)
Si (-1.026267, 3.032234, 4.185608)
C (-1.987238, 4.305635, 3.180518)
C (0.483114, 3.959204, 4.808197)
C (-0.552620, 1.563776, 3.159461)
C (-1.532195, 1.047621, 2.321679)
C (-2.942873, 1.325510, 2.560250)
C (-3.935921, 0.860066, 1.770325)
C (-3.626078, 0.071556, 0.630408)
C (-2.319347, -0.189186, 0.426787)
N (-1.289151, 0.221178, 1.219011)
Si (1.036912, 0.774829, 3.648793)
C (1.377522, -0.910596, 2.850038)
C (0.870883, 0.349295, 5.480346)
C (2.638552, 1.747576, 3.503466)
H (-1.636565, 3.073380, 6.607704)
H (-2.052451, 1.512891, 5.887567)
H (-3.096291, 2.918077, 5.628338)
H (-1.927338, 5.281500, 3.675454)
H (-3.043767, 4.056233, 3.062184)
H (-1.555025, 4.408913, 2.179823)
H (0.139639, 4.808814, 5.408148)
H (1.089552, 4.348888, 3.984993)
H (1.128070, 3.342508, 5.440812)
H (-3.197235, 1.871159, 3.458653)
H (-4.969809, 1.062285, 2.025686)
H (-4.380736, -0.299765, -0.047416)
H (-2.034031, -0.813469, -0.425675)
H (0.959834, -1.708847, 3.463924)
H (2.452484, -1.075970, 2.740305)
H (0.931049, -1.035001, 1.866265)
H (0.076274, -0.388471, 5.633830)
H (0.625428, 1.227109, 6.088198)
H (1.808245, -0.069135, 5.865827)
H (3.203946, 1.443196, 2.619943)
H (3.250428, 1.555636, 4.391317)
H (2.488928, 2.821823, 3.416976)
Br (-3.195538, 2.261301, -2.091172)
C (-1.845756, 3.286911, -1.232505)
C (-1.992466, 4.664612, -1.288981)
C (-1.020405, 5.440292, -0.686425)
C (0.049575, 4.812899, -0.076726)
C (0.094042, 3.428585, -0.076231)
N (-0.852477, 2.659042, -0.632065)
C (1.325121, 2.770259, 0.524049)
O (2.225664, 3.486097, 0.898317)
O (1.350903, 1.463423, 0.533259)
H (-2.840989, 5.100020, -1.795460)
H (-1.096006, 6.519891, -0.702593)
H (0.854719, 5.352582, 0.400162)
C (3.638315, -0.510535, 0.127963)
O (2.335313, -1.012836, -0.191589)
Si (2.033037, -2.672448, -0.587962)
C (2.548690, -3.717753, 0.864555)
C (3.322049, -3.014449, -1.899642)
C (0.257119, -2.521728, -0.956640)
Si (0.073452, -3.096833, -2.729158)
C (-1.677888, -3.107985, -3.409688)
C (1.079509, -2.061138, -3.959416)
C (0.704060, -4.868107, -3.004820)
Si (-0.901920, -3.540377, 0.108471)
C (-0.613778, -5.404904, 0.030639)
C (-0.899833, -3.190857, 1.957662)
C (-2.727703, -3.312383, -0.349355)
H (4.254164, -0.482570, -0.772382)
H (4.122204, -1.146437, 0.870674)
H (3.529065, 0.492441, 0.531853)
H (2.612222, -4.763969, 0.544073)
H (1.839107, -3.661318, 1.689824)
H (3.535022, -3.430936, 1.242236)
H (4.296124, -3.122101, -1.413591)
H (3.393467, -2.208025, -2.631149)
H (3.118011, -3.939368, -2.443640)
H (-2.199971, -2.156401, -3.269391)
H (-2.286473, -3.894724, -2.958921)
H (-1.618185, -3.304902, -4.486654)
H (1.582312, -1.218077, -3.487626)
H (0.444667, -1.671679, -4.752939)
H (1.852345, -2.675706, -4.427626)
H (-0.125007, -5.573952, -3.109510)
H (1.321559, -5.221981, -2.175523)
H (1.302988, -4.930327, -3.919560)
H (0.438029, -5.678689, 0.166522)
H (-0.950443, -5.836287, -0.916388)
H (-1.188674, -5.878419, 0.834167)
H (0.030145, -3.468792, 2.456830)
H (-1.127830, -2.152398, 2.208383)
H (-1.695950, -3.815154, 2.378779)
H (-3.188179, -4.295572, -0.498406)
H (-2.910792, -2.726290, -1.250755)
H (-3.252370, -2.819703, 0.473309)
C (2.132201, 1.687953, -2.723680)
C (0.802728, 1.047660, -2.965252)
O (0.233311, 0.468262, -2.038601)
C (0.172199, 1.119983, -4.292534)
C (-1.066380, 0.515463, -4.493585)
C (-1.663994, 0.550186, -5.739185)
C (-1.017700, 1.181762, -6.794997)
C (0.224805, 1.775135, -6.606221)
C (0.818397, 1.745907, -5.356217)
H (2.419791, 1.577385, -1.682645)
H (2.086543, 2.747925, -2.980978)
H (2.888462, 1.222126, -3.360691)
H (-1.535724, 0.006133, -3.666402)
H (-2.627702, 0.080309, -5.891046)
H (-1.480340, 1.207303, -7.773616)
H (0.729602, 2.255884, -7.434081)
H (1.788340, 2.206228, -5.216285)

Cartesian forces (eV/Å) of the 6 atoms listed first:
Sc -0.04 -0.53 0.16
C -0.04 0.02 0.11
Si -0.11 0.00 0.12
C -0.06 0.13 -0.08
C 0.13 0.02 0.03
C -0.01 -0.04 -0.28

Atomic partial charges in e from the Mulliken method, atoms 1 to 4: atom 1 (Sc): -4.5012, atom 2 (C): -1.4014, atom 3 (Si): 0.5132, atom 4 (C): -0.8313



Entry from the Open Molecules 2025 dataset: a cluster of 2 separate species, C36H60ClN4O5 in total (wB97M-V/def2-TZVPD).

Calculated values
HOMO level   -10.537 eV
Maximum force   5.1 eV Å⁻¹
Spin multiplicity   1
Charge   +1

Atoms and positions in Å:
C (-0.584018, 5.693174, -2.210235)
C (-1.302344, 5.598522, -0.866228)
C (-0.865746, 6.633587, 0.177086)
C (0.648618, 6.805025, 0.339724)
C (1.440129, 5.500452, 0.465253)
C (1.947099, 5.216554, 1.879057)
C (2.537148, 3.789124, 1.974709)
C (1.951224, 2.940001, 3.125820)
C (1.703362, 1.491367, 2.667624)
C (0.596996, 1.351962, 1.605850)
C (1.024466, 0.766407, 0.240868)
O (2.370996, 1.071728, -0.004423)
C (2.734146, 1.117051, -1.347856)
C (2.176536, 2.086906, -2.175662)
C (2.558293, 2.179208, -3.514825)
C (1.958737, 3.268205, -4.375111)
C (3.502921, 1.285340, -4.007880)
C (4.062641, 0.317085, -3.171343)
C (3.692425, 0.218147, -1.830564)
C (4.357976, -0.827999, -0.950399)
C (5.022583, -0.120158, 0.267305)
C (3.369683, -1.920178, -0.489407)
O (-0.042378, 2.622179, 1.232030)
C (-0.925983, 3.066348, 2.059399)
N (-1.662554, 3.427397, 2.848326)
N (-0.327791, 0.459981, 2.244639)
C (-0.162569, 0.378588, 3.621744)
O (-1.008448, 0.294239, 4.452943)
C (1.355533, 0.447661, 3.785875)
Cl (1.925309, 0.851529, 5.382713)
C (1.944307, -0.894774, 3.318959)
C (1.279769, -2.109786, 3.971996)
O (2.297926, -3.076609, 4.259112)
C (0.184291, -2.773303, 3.154186)
N (0.665031, -3.291882, 1.872018)
H (-0.560459, 4.700187, -2.661319)
H (0.448032, 6.018285, -2.130150)
H (-1.129309, 6.317271, -2.911285)
H (-2.375640, 5.691380, -1.018791)
H (-1.167976, 4.609099, -0.428234)
H (-1.360999, 6.424732, 1.123619)
H (-1.263077, 7.598287, -0.146052)
H (1.018239, 7.432215, -0.466470)
H (0.807714, 7.386626, 1.247914)
H (2.295063, 5.552469, -0.211081)
H (0.871084, 4.637790, 0.130542)
H (1.142850, 5.317204, 2.604291)
H (2.726440, 5.944645, 2.092719)
H (3.619630, 3.810318, 2.073154)
H (2.350145, 3.313101, 1.016923)
H (1.046041, 3.388020, 3.527013)
H (2.722922, 2.878897, 3.884118)
H (2.698930, 1.188485, 2.354094)
H (0.350071, 1.191769, -0.500722)
H (0.869545, -0.312692, 0.294268)
H (1.452947, 2.767968, -1.745994)
H (2.176526, 4.242116, -3.946721)
H (2.456066, 3.246746, -5.340696)
H (0.889325, 3.121811, -4.483805)
H (3.844057, 1.341279, -5.031208)
H (4.797227, -0.352797, -3.592916)
H (5.161562, -1.266413, -1.531893)
H (6.008952, -0.523805, 0.475626)
H (5.179835, 0.925733, 0.013588)
H (4.378486, -0.152710, 1.137035)
H (3.488170, -2.090845, 0.577904)
H (2.334737, -1.662081, -0.689240)
H (3.634065, -2.866897, -0.952299)
H (-1.269023, 0.404932, 1.878333)
H (3.006701, -0.935083, 3.545720)
H (1.866784, -0.986892, 2.239890)
H (0.889328, -1.779724, 4.937198)
H (1.890138, -3.714162, 4.852376)
H (-0.688392, -2.126257, 3.033363)
H (-0.174482, -3.625863, 3.732060)
H (0.934695, -2.546043, 1.242437)
H (-0.096945, -3.783921, 1.423676)
C (-3.111846, -4.120421, -3.353797)
C (-2.820939, -4.751666, -1.962361)
C (-3.313607, -6.213070, -1.877794)
C (-4.816777, -6.393226, -1.682379)
C (-5.324481, -5.564265, -0.506742)
C (-4.988891, -4.072594, -0.637927)
N (-3.481878, -3.945218, -0.857799)
O (-2.879234, -4.021672, 0.173632)
C (-5.798324, -3.460296, -1.797281)
C (-5.421168, -3.306458, 0.610089)
C (-1.300166, -4.754528, -1.819573)
H (-3.830371, -3.305089, -3.318238)
H (-2.211469, -3.678219, -3.773385)
H (-3.482754, -4.858911, -4.061516)
H (-2.800289, -6.704248, -1.044877)
H (-2.990750, -6.722809, -2.783453)
H (-5.354433, -6.137103, -2.597309)
H (-5.024688, -7.446917, -1.492501)
H (-6.405234, -5.658427, -0.414390)
H (-4.896043, -5.955520, 0.422485)
H (-5.520798, -2.419521, -1.966951)
H (-6.854869, -3.482877, -1.543188)
H (-5.695402, -3.999754, -2.735556)
H (-5.008499, -3.727566, 1.526328)
H (-6.503022, -3.347525, 0.693867)
H (-5.125117, -2.258349, 0.550725)
H (-0.903296, -3.739331, -1.769464)
H (-0.873875, -5.242028, -2.692433)
H (-0.958102, -5.300647, -0.940500)

Cartesian forces (eV/Å) of the 6 atoms listed first:
C -0.30 -0.63 -0.05
C 0.17 0.05 0.44
C -0.22 0.37 -0.55
C -0.36 -0.14 0.39
C 0.21 0.25 -0.07
C 0.46 -0.48 -0.39

Atomic partial charges in e from the Mulliken method, atoms 1 to 4: atom 1 (C): -1.1785, atom 2 (C): 0.2657, atom 3 (C): -0.8392, atom 4 (C): -1.2602



Q: What is the formula in the second record?
A: C36H60ClN4O5



Q: Which of these has the lowest maximum force?
A: C36H60BrN2O4ScSi5



Q: Look up the maximum force of the second one.
A: 5.1 eV Å⁻¹